Here is a structure of composition C37H43N7O8PY from the Open Molecules 2025 dataset. Energies are from ωB97M-V/def2-TZVPD.

Structure (ORCA input):
```
! RIJCOSX wB97M-V def2-TZVPD def2/J DEFGRID3
* xyz 0 1
C 1.640 -1.746 -3.822
C -5.347 0.138 -0.978
H -1.844 -2.442 2.312
N -1.480 3.462 0.127
C 0.074 2.097 3.110
O -3.277 5.255 -0.528
C -0.897 -1.326 -2.991
H 3.609 0.007 -4.241
O 1.003 -1.585 -0.264
O 2.309 -1.932 1.899
C -3.597 1.176 -2.184
C -1.608 4.409 -2.057
O 1.501 1.231 1.403
H -2.381 -3.912 3.151
O 0.401 -3.459 1.301
C 4.545 -2.168 2.518
C 1.292 -0.683 -2.999
C -0.161 2.281 4.481
C -1.032 4.504 -3.324
N -2.704 0.684 -1.349
O -0.023 -0.998 1.909
H -0.205 3.840 -3.544
H -2.242 -3.896 1.382
C 3.465 0.527 -3.306
H -1.386 3.621 2.522
C 0.704 1.788 5.430
H -1.047 2.827 4.782
H 2.560 0.738 5.727
H 4.193 -2.600 3.454
C 2.988 1.847 -0.987
H -1.897 -1.133 -2.629
H -0.888 -6.024 2.960
P 0.887 -1.951 1.198
C -0.257 -5.506 2.236
H -1.454 -3.058 -4.118
H 0.771 -5.840 2.372
C 0.266 -3.580 3.744
H 3.317 -1.999 -0.710
H -4.431 -2.285 0.801
C 2.132 0.961 3.659
C 3.986 -1.772 0.116
H 4.841 2.864 -1.297
C 2.325 0.295 -2.546
H 0.903 -3.471 -4.862
C 3.565 -2.473 1.399
C 1.862 1.129 4.997
N 2.093 0.952 -1.407
N -4.418 -0.412 -0.150
H -5.745 1.355 -2.664
O -0.378 2.420 -1.612
H 4.996 -2.099 -0.144
H -4.321 -0.891 1.884
Y 0.024 0.548 -0.051
H 3.016 0.435 3.326
C -2.670 5.270 -1.728
H 2.752 2.325 -0.046
H -5.864 -1.260 1.072
H 0.146 -2.513 3.931
C -1.799 -3.527 2.310
H -3.969 6.814 -2.415
H -6.375 -0.111 -0.754
H -2.954 6.927 -4.670
C -2.570 6.225 -3.940
H 5.284 1.652 -3.446
H 4.644 -1.092 2.649
C -0.795 2.773 2.167
H 2.669 -1.902 -4.107
H -2.768 4.616 0.042
O -2.227 -0.619 0.403
C -1.104 3.350 -1.129
C 4.152 2.127 -1.683
C 0.655 -2.624 -4.236
H 3.104 -4.469 2.095
H -3.727 2.484 -3.749
H 0.506 1.922 6.484
C 1.238 1.420 2.674
H 2.724 -4.203 0.389
C -5.000 0.933 -2.010
H 1.330 -3.816 3.757
H -0.213 -4.134 4.555
H -1.034 5.458 -5.245
H 3.994 -0.691 0.258
C 3.434 -3.970 1.182
H -2.138 2.109 -3.189
C -3.147 6.167 -2.687
H 5.529 -2.582 2.290
C -1.497 5.399 -4.270
C -3.080 -0.130 -0.349
C -4.781 -1.269 0.974
C -0.646 -2.403 -3.824
H 4.408 -4.375 0.905
C 4.393 1.454 -2.866
N -0.833 2.505 0.913
N 0.041 -0.481 -2.573
H -0.582 -5.780 1.233
C -0.361 -4.004 2.425
N -3.123 1.874 -3.225
*
```

**Total energy**: -76221.7627 eV
**Max |F|**: 0.9 eV Å⁻¹
**Kohn-Sham gap**: 7.1 eV
**Molecular weight**: 833.672 g mol⁻¹

Here are the Mulliken charges for atoms 1 to 6, given in e: number 1, C, carries -1.215; number 2, C, carries -0.196; number 3, H, carries 0.108; number 4, N, carries -1.097; number 5, C, carries 0.625; number 6, O, carries -0.698